Entry 1:
Below is C35H51CsN7O2SSe as an isolated structure, with properties calculated with the ωB97M-V functional and the def2-TZVPD basis.

```
! wB97M-V def2-TZVPD RIJCOSX def2/J DEFGRID3
* xyz -1 1
Cs 1.818 1.286 0.628
C -4.758 1.002 -4.650
C -4.572 0.200 -3.353
C -5.603 0.695 -2.335
C -4.860 -1.283 -3.630
C -3.142 0.361 -2.842
C -2.827 0.921 -1.611
C -1.514 1.005 -1.176
Se -1.166 1.724 0.575
C -1.145 0.067 1.558
C -2.130 -0.872 1.308
C -2.160 -2.065 2.013
C -1.169 -2.249 2.983
C -0.182 -1.323 3.273
C -0.135 -0.085 2.544
O 0.744 0.837 2.716
C 0.859 -1.584 4.361
C 0.799 -0.466 5.417
C 0.639 -2.914 5.086
C 2.260 -1.621 3.731
C -3.234 -3.130 1.802
C -4.193 -2.752 0.669
C -2.586 -4.475 1.441
C -4.054 -3.294 3.091
C -0.403 0.549 -1.941
O 0.794 0.636 -1.482
C -0.740 0.005 -3.230
C -2.065 -0.077 -3.618
C 0.382 -0.471 -4.156
C -0.133 -1.002 -5.496
C 1.164 -1.608 -3.477
C 1.326 0.707 -4.451
H -5.781 0.898 -5.025
H -4.073 0.658 -5.427
H -4.559 2.060 -4.469
H -6.613 0.535 -2.720
H -5.478 1.762 -2.141
H -5.510 0.155 -1.391
H -5.886 -1.418 -3.987
H -4.731 -1.868 -2.717
H -4.181 -1.683 -4.386
H -3.595 1.303 -0.952
H -2.855 -0.652 0.536
H -1.180 -3.180 3.537
H -0.179 -0.462 5.906
H 0.950 0.500 4.941
H 1.573 -0.620 6.176
H -0.349 -2.954 5.550
H 1.387 -3.019 5.876
H 0.746 -3.764 4.408
H 2.483 -0.662 3.264
H 2.317 -2.401 2.969
H 3.016 -1.826 4.495
H -3.651 -2.614 -0.269
H -4.724 -1.827 0.902
H -4.932 -3.545 0.528
H -2.015 -4.380 0.516
H -3.352 -5.245 1.301
H -1.904 -4.811 2.224
H -4.502 -2.339 3.373
H -3.425 -3.624 3.919
H -4.853 -4.028 2.949
H -2.293 -0.511 -4.585
H -0.780 -1.871 -5.359
H 0.717 -1.309 -6.111
H -0.685 -0.234 -6.043
H 0.517 -2.476 -3.329
H 1.509 -1.271 -2.501
H 2.017 -1.910 -4.097
H 0.784 1.500 -4.971
H 2.161 0.383 -5.082
H 1.715 1.113 -3.518
N 6.085 0.577 0.131
N 5.218 -0.011 -0.807
C 5.014 -1.330 -0.885
N 4.271 -1.742 -1.952
S 5.659 -2.411 0.213
H 6.364 -0.193 0.737
H 5.544 1.240 0.681
H 4.892 0.608 -1.529
H 3.624 -1.084 -2.367
H 3.908 -2.675 -1.862
N 2.964 6.612 1.203
C 2.072 6.837 0.183
C 1.996 5.657 -0.497
N 2.813 4.727 0.074
C 3.385 5.312 1.098
C 4.317 4.682 2.009
N 4.763 3.451 1.918
C 5.597 3.267 2.983
C 5.668 4.400 3.736
N 4.848 5.303 3.107
H 3.231 7.291 1.889
H 1.588 7.788 0.044
H 1.398 5.415 -1.359
H 6.093 2.324 3.146
H 6.205 4.640 4.637
H 4.663 6.233 3.431
*
```

Summary:
* energy relative to the best compared isomer or geometry (same formula, charge and spin): 63.3 kcal per mole
* LUMO: 1.44 eV
* orbital gap: 5.0816 eV

Entry 2:
Below is C35H51CsN7Si2 as an isolated structure, with properties calculated with the ωB97M-V functional and the def2-TZVPD basis.

```
! wB97M-V def2-TZVPD RIJCOSX def2/J DEFGRID3
* xyz -1 1
Cs 0.076 0.521 -0.687
C -4.856 1.945 -4.221
C -3.501 1.662 -4.352
C -2.615 1.961 -3.329
C -3.054 2.556 -2.138
C -4.422 2.847 -2.024
C -5.304 2.542 -3.049
N -2.163 2.703 -1.086
C -1.977 3.847 -0.474
C -2.468 5.121 -0.978
C -2.243 6.295 -0.340
C -1.500 6.358 0.870
C -1.000 5.200 1.379
C -1.204 3.943 0.753
N -0.642 2.794 1.274
N -0.103 2.922 2.415
C 0.646 1.819 2.886
C 0.910 1.835 4.262
C 1.749 0.885 4.799
C 2.320 -0.065 3.958
C 1.989 -0.020 2.617
N 1.172 0.894 2.082
H -5.549 1.698 -5.015
H -3.127 1.193 -5.255
H -1.562 1.731 -3.435
H -4.781 3.295 -1.105
H -6.358 2.766 -2.926
H -3.013 5.112 -1.912
H -2.620 7.212 -0.781
H -1.313 7.308 1.353
H -0.402 5.210 2.280
H 0.463 2.616 4.861
H 1.966 0.888 5.861
H 2.999 -0.822 4.324
H 2.407 -0.746 1.929
C -1.483 -3.588 2.571
N -1.070 -2.201 2.496
C -0.657 -1.733 3.804
C -2.124 -1.342 1.980
C -2.624 -1.764 0.603
N -3.103 -0.632 -0.167
C -4.160 0.104 0.496
C -3.515 -1.039 -1.496
H -2.369 -3.721 3.221
H -0.670 -4.190 2.978
H -1.725 -3.979 1.584
H -1.467 -1.832 4.550
H -0.370 -0.683 3.754
H 0.203 -2.306 4.153
H -1.723 -0.325 1.910
H -2.970 -1.301 2.693
H -3.411 -2.538 0.698
H -1.793 -2.221 0.055
H -5.041 -0.535 0.697
H -4.469 0.933 -0.139
H -3.815 0.524 1.440
H -4.370 -1.739 -1.466
H -2.688 -1.535 -2.009
H -3.805 -0.166 -2.081
C 2.821 -2.645 -0.222
Si 3.549 -1.293 -1.313
C 4.427 -0.128 -0.108
C 4.950 -2.151 -2.248
C 2.422 -0.461 -2.488
C 1.364 -1.254 -3.055
C 0.932 -1.137 -4.414
C -0.123 -1.867 -4.896
C -0.783 -2.774 -4.060
C -0.308 -2.866 -2.768
N 0.686 -2.141 -2.260
Si 2.862 1.120 -3.284
C 3.982 0.993 -4.799
C 1.337 2.091 -3.851
C 3.739 2.325 -2.130
H 3.614 -3.005 0.445
H 2.455 -3.474 -0.827
H 1.974 -2.316 0.384
H 4.903 -0.732 0.671
H 3.757 0.582 0.380
H 5.214 0.448 -0.597
H 5.645 -2.664 -1.575
H 5.516 -1.425 -2.837
H 4.539 -2.887 -2.944
H 1.474 -0.485 -5.086
H -0.425 -1.753 -5.932
H -1.614 -3.377 -4.397
H -0.776 -3.563 -2.073
H 3.504 0.449 -5.618
H 4.900 0.455 -4.546
H 4.259 1.985 -5.170
H 0.610 1.473 -4.379
H 1.635 2.897 -4.529
H 0.809 2.566 -3.016
H 4.793 2.085 -1.984
H 3.269 2.376 -1.146
H 3.688 3.323 -2.576
*
```

Summary:
* energy relative to the best compared isomer or geometry (same formula, charge and spin): 0.9 kcal per mole
* LUMO: 2.04 eV
* orbital gap: 5.7646 eV

Entry 3:
Below is C35H52Br2CaF22ILiN4O8PS3 as an isolated structure, with properties calculated with the ωB97M-V functional and the def2-TZVPD basis.

```
! wB97M-V def2-TZVPD RIJCOSX def2/J DEFGRID3
* xyz 1 1
C -2.998 4.631 1.851
C -1.370 4.860 1.723
S -0.689 3.386 0.765
C -0.733 1.812 1.776
C 0.126 1.850 3.171
I -1.379 2.602 4.638
N 0.512 0.363 3.318
C -0.318 -0.790 3.838
C -1.241 -1.540 2.689
C -2.490 -2.395 3.318
F -3.012 -1.893 4.609
F -1.969 -3.789 3.580
C -3.748 -2.624 2.239
F -4.574 -3.722 2.869
F -3.277 -3.171 0.951
C -4.732 -1.307 2.127
F -4.067 -0.032 2.593
F -5.785 -1.541 3.191
C -5.566 -1.165 0.738
F -6.027 -2.494 0.187
F -6.852 -0.454 1.094
S -4.793 -0.197 -0.641
F -6.394 -0.002 -1.319
F -4.711 -1.676 -1.572
F -3.182 -0.465 -0.151
F -4.929 1.319 0.141
F -4.182 0.628 -2.014
C 1.837 0.214 2.894
P 2.962 -1.327 2.820
O 2.347 -2.279 1.673
O 4.586 -0.921 2.254
O 3.065 -2.226 4.309
C 2.568 1.636 2.411
C 2.606 1.675 0.773
C 4.156 1.688 0.146
C 3.978 2.314 -1.389
C 2.877 1.604 -2.402
C 2.566 2.162 -3.944
C 3.416 3.488 -4.496
C 4.533 4.194 -3.505
C 4.806 3.605 -1.969
C 1.566 2.631 3.243
C 2.185 2.480 4.790
N 1.844 3.728 5.606
C 3.098 4.403 6.146
N 1.637 4.129 3.054
C 2.866 4.541 2.590
S 4.575 4.819 2.488
H -3.289 3.680 1.201
H -3.514 5.620 1.483
H -3.233 4.434 2.985
H -1.075 5.823 1.102
H -0.883 5.000 2.787
H -1.877 1.532 1.972
H -0.293 0.928 1.128
H -0.919 -0.430 4.777
H 0.460 -1.598 4.244
H -0.517 -2.341 2.179
H -1.599 -0.839 1.824
H 5.123 -0.576 3.039
H 3.543 -1.709 5.036
H 3.686 1.505 2.746
H 2.066 2.617 0.297
H 2.087 0.695 0.354
H 4.860 2.399 0.797
H 4.663 0.634 0.158
H 2.290 0.667 -2.017
H 1.736 1.636 -4.621
H 3.207 3.901 -5.577
H 5.103 5.140 -3.946
H 5.596 4.160 -1.305
H 1.689 1.576 5.367
H 3.357 2.253 4.771
H 1.198 3.429 6.373
H 2.823 5.558 6.266
H 3.371 3.994 7.221
H 4.002 4.370 5.393
C -0.671 -2.364 -1.511
C 0.299 -1.531 -2.363
C 0.218 -1.782 -3.864
F 0.492 -3.063 -4.197
F 1.131 -1.018 -4.527
F 1.564 -1.703 -1.896
F 0.001 -0.211 -2.138
O -0.139 -3.560 -0.930
C -0.116 -4.697 -1.789
C 1.306 -5.155 -2.139
F 2.034 -4.161 -2.704
F 1.286 -6.178 -3.035
F -0.873 -4.441 -2.883
F -0.763 -5.686 -1.114
H -0.937 -1.742 -0.648
H -1.625 -2.546 -2.019
H -0.770 -1.525 -4.258
H 1.838 -5.494 -1.245
C -6.198 -5.136 -1.309
C -6.273 -6.030 -2.535
O -7.380 -6.610 -2.713
O -5.213 -6.078 -3.220
H -7.144 -5.136 -0.758
H -5.408 -5.490 -0.640
H -5.974 -4.109 -1.612
Ca -6.183 -2.575 4.831
Br 0.741 3.301 8.096
Br 2.896 -4.016 2.254
N -9.944 -3.559 3.072
H -9.901 -3.686 4.090
H -9.888 -4.475 2.611
H -10.829 -3.103 2.821
H -9.158 -2.974 2.766
C 6.929 1.557 -8.309
C 6.248 1.782 -6.970
O 4.849 1.518 -6.992
C 4.455 0.188 -7.321
C 4.975 -0.854 -6.346
H 6.423 2.122 -9.099
H 7.975 1.871 -8.264
H 6.907 0.503 -8.597
H 6.361 2.837 -6.693
H 6.732 1.201 -6.180
H 4.749 -0.052 -8.347
H 3.361 0.173 -7.299
H 6.065 -0.930 -6.380
H 4.561 -1.840 -6.583
H 4.697 -0.594 -5.319
O -5.702 4.625 0.954
H -5.591 3.697 0.696
H -6.659 4.766 0.913
F 4.184 2.309 6.921
Li 0.709 -7.157 -4.513
*
```

Summary:
* LUMO: -5.79 eV
* orbital gap: 1.9548 eV

Entry 4:
Below is C35H52CoOP3Sb as an isolated structure, with properties calculated with the ωB97M-V functional and the def2-TZVPD basis.

```
! wB97M-V def2-TZVPD RIJCOSX def2/J DEFGRID3
* xyz 3 5
Co -0.511 0.773 0.284
P -1.901 1.211 2.048
P -1.839 -0.325 -1.247
P -0.922 2.787 -0.782
H 2.231 0.319 -0.374
C 1.561 1.175 -0.268
C 1.289 1.681 1.070
H 1.748 1.185 1.921
C -1.876 0.171 3.585
C -3.749 1.324 1.888
C -1.582 2.838 2.881
C -1.123 -0.829 -2.891
C -2.635 -1.949 -0.815
C -3.400 0.451 -1.896
C 0.128 4.248 -0.347
C -2.562 3.647 -0.709
C -0.642 2.821 -2.611
H 1.737 1.893 -1.071
H 1.254 2.756 1.226
H -0.844 0.039 3.922
H -2.305 -0.812 3.376
H -2.456 0.644 4.388
H -4.137 0.346 1.584
H -4.012 2.048 1.112
H -4.228 1.621 2.830
H -0.542 2.853 3.218
H -2.247 2.999 3.738
H -1.714 3.658 2.171
H -1.858 -1.345 -3.522
H -0.264 -1.484 -2.727
H -0.761 0.061 -3.412
H -3.255 -2.311 -1.643
H -3.266 -1.815 0.069
H -1.885 -2.709 -0.587
H -3.918 -0.235 -2.575
H -3.183 1.373 -2.441
H -4.061 0.692 -1.059
H -0.155 5.100 -0.975
H 1.184 4.021 -0.511
H -0.010 4.515 0.704
H -2.564 4.526 -1.364
H -2.756 3.976 0.316
H -3.367 2.976 -1.009
H -0.721 3.840 -3.007
H -1.371 2.189 -3.122
H 0.356 2.426 -2.817
C 0.252 1.681 -7.272
C 1.100 1.256 -8.298
C 2.416 1.716 -8.343
C 2.891 2.597 -7.372
C 2.034 3.016 -6.351
C 0.719 2.564 -6.294
O -1.054 1.263 -7.173
H -1.243 0.659 -7.909
H 0.732 0.568 -9.058
H 3.070 1.382 -9.143
H 3.915 2.954 -7.410
H 2.393 3.702 -5.589
H 0.044 2.883 -5.505
C -1.271 -5.711 3.686
C -2.110 -4.846 2.978
C -1.591 -3.678 2.420
C -0.236 -3.365 2.568
C 0.608 -4.233 3.273
C 0.086 -5.405 3.834
Sb 0.433 -1.498 1.771
C 1.261 -0.971 3.831
C 2.388 -0.137 4.035
C 2.822 0.202 5.322
C 2.159 -0.294 6.440
C 1.072 -1.148 6.274
C 0.634 -1.491 4.989
C 2.161 -2.293 0.753
C 3.384 -2.255 1.448
C 4.552 -2.750 0.874
C 4.511 -3.300 -0.403
C 3.299 -3.350 -1.102
C 2.123 -2.845 -0.528
H -1.678 -6.611 4.127
H -3.163 -5.074 2.867
H -2.248 -3.000 1.895
H 1.653 -3.989 3.406
H 0.730 -6.071 4.393
H 2.965 0.263 3.223
H 3.676 0.856 5.452
H 2.492 -0.021 7.434
H 0.559 -1.537 7.145
H -0.227 -2.136 4.904
H 3.447 -1.849 2.440
H 5.486 -2.708 1.427
H 5.421 -3.690 -0.844
H 3.278 -3.789 -2.093
H 1.190 -2.891 -1.072
*
```

Summary:
* LUMO (spin up / spin down): -8.24 / -11.65 eV
* orbital gap (spin up / spin down): 6.5680 / 3.3091 eV

Largest force on an atom: 4.26 0.56 7.97 4.78 (eV/Å)